{
  "formula": "C3H9N",
  "method": "the ωB97M-V functional and the def2-TZVPD basis",
  "relative_energy_kj_mol": 168.8,
  "homo_lumo_gap_ha": 0.3872,
  "lumo_ev": 1.14,
  "total_charge": 0,
  "e_homo_ha": -0.3454,
  "smiles": "CCCN",
  "symbols": ["C", "C", "C", "N", "H", "H", "H", "H", "H", "H", "H", "H", "H"],
  "coordinates": [[-0.09424, -0.58340, -0.44058], [0.65008, 0.61630, 0.12864], [-0.40123, 1.05081, 1.36037], [0.47529, -1.13874, -1.72200], [-1.06019, -0.17803, -0.73986], [-0.28719, -1.28464, 0.38708], [0.47658, 1.38413, -0.56478], [1.55592, 0.27908, 0.74744], [-1.07824, 0.23983, 1.72675], [-1.27064, 1.50977, 0.71544], [-0.00176, 1.62196, 2.10010], [-0.26833, -1.81347, -2.19433], [1.30394, -1.70361, -1.50427]],
  "forces_ev_per_a": [[0.049, -0.318, -1.112], [-2.061, -2.346, 4.705], [-3.008, -1.898, -5.404], [-1.727, -1.555, 0.090], [-0.272, -0.163, 0.048], [0.238, -0.287, -0.497], [1.582, 1.331, -0.835], [-0.528, 1.161, -1.947], [1.435, -0.053, 0.285], [1.690, 0.379, 1.516], [0.897, 1.820, 1.923], [2.177, 1.790, 1.460], [-0.472, 0.140, -0.233]]
}

***

{
  "formula": "C4H13N5PS",
  "method": "the ωB97M-V functional and the def2-TZVPD basis",
  "homo_lumo_gap_ha": 0.3583,
  "lumo_ev": -2.89,
  "total_charge": 1,
  "e_homo_ha": -0.4645,
  "symbols": ["C", "C", "C", "C", "N", "N", "N", "N", "N", "P", "S", "H", "H", "H", "H", "H", "H", "H", "H", "H", "H", "H", "H", "H"],
  "coordinates": [[0.05885, 0.86197, -0.66657], [-0.75591, -0.43695, -1.14962], [1.01707, 0.18093, 0.41137], [-2.30992, 0.54330, 0.35108], [-2.12045, -0.30661, -0.71340], [-0.06901, -1.51546, -0.55051], [-1.82593, -0.02979, 1.54988], [2.32822, 0.02405, -0.25331], [0.37086, -1.01320, 0.68859], [3.65523, 1.00929, 0.15738], [-1.19169, 1.99706, 0.00773], [0.70415, 1.34994, -1.35451], [-0.85550, -0.56883, -2.25297], [0.99043, 0.78751, 1.28974], [-3.35506, 0.80379, 0.25758], [-2.80626, -0.19749, -1.39451], [-0.73108, -2.32828, -0.57715], [-1.87157, 0.50593, 2.35263], [-2.27413, -0.95513, 1.86807], [2.14261, -0.36212, -1.18327], [1.07161, -1.70086, 1.26097], [-0.64255, -0.61703, 1.30552], [4.80158, 0.25645, -0.29789], [3.66847, 1.71153, -1.10684]],
  "forces_ev_per_a": [[-1.139, -1.636, 1.575], [-0.605, 1.962, -2.248], [1.838, 3.140, -2.967], [-0.300, 1.953, -1.085], [1.037, -1.856, 0.510], [0.010, -2.101, -1.601], [-0.552, -4.590, 1.251], [-1.680, -1.243, 0.868], [0.330, -4.383, 4.041], [0.558, 0.595, -1.266], [0.017, 0.108, -0.024], [0.054, 0.418, -0.854], [0.744, 0.031, 0.750], [0.768, 0.432, 0.651], [-0.255, 0.585, 1.039], [-0.914, 0.155, -1.504], [1.172, 0.757, 1.030], [0.043, 1.974, 1.739], [0.049, 1.637, -1.077], [0.686, 0.237, 0.426], [-2.141, 1.740, -2.073], [0.752, 0.002, -0.236], [-0.694, -0.122, 0.366], [0.224, 0.207, 0.688]]
}

***

{
  "formula": "H8NiO16S3",
  "method": "the ωB97M-V functional and the def2-TZVPD basis",
  "spin_multiplicity": 3,
  "relative_energy_kj_mol": 20.9,
  "homo_lumo_gap_ha": [0.1731, 0.1724],
  "lumo_ev": [9.20, 9.18],
  "total_charge": -4,
  "e_homo_ha": [0.1648, 0.1649],
  "symbols": ["Ni", "S", "O", "O", "O", "O", "S", "O", "O", "O", "O", "S", "O", "O", "O", "O", "O", "H", "H", "O", "H", "H", "O", "H", "H", "O", "H", "H"],
  "coordinates": [[0.19718, -10.76103, 9.22211], [-0.06158, -10.67636, 5.72428], [0.84510, -9.56199, 5.30749], [0.00144, -10.66888, 7.22667], [-1.43615, -10.32967, 5.26346], [0.36099, -11.95982, 5.18247], [0.45286, -11.05071, 12.56463], [0.38967, -10.43278, 11.18807], [0.26044, -12.49541, 12.48219], [1.74766, -10.68838, 13.19690], [-0.63902, -10.39954, 13.36570], [2.09617, -13.41209, 8.88662], [3.49675, -13.71139, 9.28895], [1.13273, -14.21169, 9.68564], [1.84359, -11.92539, 9.10614], [1.91205, -13.72075, 7.45175], [2.99154, -10.34956, 6.67423], [2.66389, -11.03367, 7.28392], [2.17322, -10.04035, 6.18533], [-1.05899, -12.41839, 9.44208], [-1.45756, -12.79335, 8.65172], [-0.94866, -13.13726, 10.08038], [1.41146, -9.05603, 9.24605], [1.62832, -8.60826, 10.06787], [1.99812, -8.71466, 8.56077], [-1.67554, -9.72872, 9.17001], [-2.44234, -10.02381, 9.66695], [-2.00209, -9.36469, 8.33936]],
  "forces_ev_per_a": [[1.194, -1.426, 0.259], [-0.206, 0.561, -0.047], [0.141, 0.160, -0.417], [-0.767, -0.118, -0.420], [-0.415, -0.030, 0.361], [-0.133, 0.040, -0.151], [-0.154, 0.901, 1.006], [-0.159, 0.300, -0.009], [-0.262, -0.325, -0.008], [-0.029, -0.085, -0.266], [-0.177, -0.172, -0.100], [0.045, -0.869, -0.635], [-0.221, 0.257, 0.180], [-0.039, 0.089, 0.194], [0.240, -0.049, -0.005], [0.100, 0.133, 0.221], [-0.083, 0.603, 0.002], [-0.001, -0.087, 0.040], [0.720, -0.266, 0.196], [-1.386, 0.063, 0.165], [0.540, -0.021, -0.232], [1.035, 0.111, 0.003], [0.124, 1.147, -0.385], [-0.142, -0.579, 0.345], [-0.018, -0.622, -0.324], [-0.600, 0.919, 0.144], [0.250, -0.269, 0.220], [0.403, -0.368, -0.338]]
}

***

Copy entry 1 word for word.
{
  "formula": "C3H9N",
  "method": "the ωB97M-V functional and the def2-TZVPD basis",
  "relative_energy_kj_mol": 168.8,
  "homo_lumo_gap_ha": 0.3872,
  "lumo_ev": 1.14,
  "total_charge": 0,
  "e_homo_ha": -0.3454,
  "smiles": "CCCN",
  "symbols": ["C", "C", "C", "N", "H", "H", "H", "H", "H", "H", "H", "H", "H"],
  "coordinates": [[-0.09424, -0.58340, -0.44058], [0.65008, 0.61630, 0.12864], [-0.40123, 1.05081, 1.36037], [0.47529, -1.13874, -1.72200], [-1.06019, -0.17803, -0.73986], [-0.28719, -1.28464, 0.38708], [0.47658, 1.38413, -0.56478], [1.55592, 0.27908, 0.74744], [-1.07824, 0.23983, 1.72675], [-1.27064, 1.50977, 0.71544], [-0.00176, 1.62196, 2.10010], [-0.26833, -1.81347, -2.19433], [1.30394, -1.70361, -1.50427]],
  "forces_ev_per_a": [[0.049, -0.318, -1.112], [-2.061, -2.346, 4.705], [-3.008, -1.898, -5.404], [-1.727, -1.555, 0.090], [-0.272, -0.163, 0.048], [0.238, -0.287, -0.497], [1.582, 1.331, -0.835], [-0.528, 1.161, -1.947], [1.435, -0.053, 0.285], [1.690, 0.379, 1.516], [0.897, 1.820, 1.923], [2.177, 1.790, 1.460], [-0.472, 0.140, -0.233]]
}

***

Copy entry 2 word for word.
{
  "formula": "C4H13N5PS",
  "method": "the ωB97M-V functional and the def2-TZVPD basis",
  "homo_lumo_gap_ha": 0.3583,
  "lumo_ev": -2.89,
  "total_charge": 1,
  "e_homo_ha": -0.4645,
  "symbols": ["C", "C", "C", "C", "N", "N", "N", "N", "N", "P", "S", "H", "H", "H", "H", "H", "H", "H", "H", "H", "H", "H", "H", "H"],
  "coordinates": [[0.05885, 0.86197, -0.66657], [-0.75591, -0.43695, -1.14962], [1.01707, 0.18093, 0.41137], [-2.30992, 0.54330, 0.35108], [-2.12045, -0.30661, -0.71340], [-0.06901, -1.51546, -0.55051], [-1.82593, -0.02979, 1.54988], [2.32822, 0.02405, -0.25331], [0.37086, -1.01320, 0.68859], [3.65523, 1.00929, 0.15738], [-1.19169, 1.99706, 0.00773], [0.70415, 1.34994, -1.35451], [-0.85550, -0.56883, -2.25297], [0.99043, 0.78751, 1.28974], [-3.35506, 0.80379, 0.25758], [-2.80626, -0.19749, -1.39451], [-0.73108, -2.32828, -0.57715], [-1.87157, 0.50593, 2.35263], [-2.27413, -0.95513, 1.86807], [2.14261, -0.36212, -1.18327], [1.07161, -1.70086, 1.26097], [-0.64255, -0.61703, 1.30552], [4.80158, 0.25645, -0.29789], [3.66847, 1.71153, -1.10684]],
  "forces_ev_per_a": [[-1.139, -1.636, 1.575], [-0.605, 1.962, -2.248], [1.838, 3.140, -2.967], [-0.300, 1.953, -1.085], [1.037, -1.856, 0.510], [0.010, -2.101, -1.601], [-0.552, -4.590, 1.251], [-1.680, -1.243, 0.868], [0.330, -4.383, 4.041], [0.558, 0.595, -1.266], [0.017, 0.108, -0.024], [0.054, 0.418, -0.854], [0.744, 0.031, 0.750], [0.768, 0.432, 0.651], [-0.255, 0.585, 1.039], [-0.914, 0.155, -1.504], [1.172, 0.757, 1.030], [0.043, 1.974, 1.739], [0.049, 1.637, -1.077], [0.686, 0.237, 0.426], [-2.141, 1.740, -2.073], [0.752, 0.002, -0.236], [-0.694, -0.122, 0.366], [0.224, 0.207, 0.688]]
}

***

What is the formula in the first record? C3H9N